[1]
Below is C33H49Cl2MoN5SbSeSi3 as an isolated structure at a distorted geometry, with properties calculated with wB97M-V/def2-TZVPD.

Values from the calculation:
DFT total energy   -6059.23644 hartree
Total charge   +1
Gap between HOMO and LUMO   0.226 hartree
Energy relative to the best compared isomer or geometry (same formula, charge and spin)   0.352 eV

Last column: Mulliken charge in e.
Positions of all 95 atoms, in Å:
Sb  -2.58976  -0.70994  -0.55801  0.15
Mo  0.33488  0.13110  0.31139  -1.71
Se  2.16760  0.55907  2.86102  0.40
Cl  4.05899  -0.49155  -2.19116  -0.18
Cl  2.16266  2.74698  2.88018  -0.29
Si  -0.97953  0.79596  -2.99840  0.90
Si  -3.50205  -3.68601  0.70013  0.99
Si  -2.91407  -1.19232  2.65838  0.52
N  0.86167  -2.43457  -1.38530  0.64
N  0.11502  -1.92332  1.17537  2.11
N  -0.57170  3.22036  0.67248  0.64
N  2.03532  0.18796  -0.05344  0.38
N  1.21936  3.11985  -0.47460  0.77
C  -2.57563  -4.67564  -0.60020  -0.96
C  -2.27513  0.45065  -4.33531  -1.61
C  -4.54269  -0.31652  2.44374  -1.10
C  -2.36908  -2.20191  1.12436  2.43
C  5.95878  -0.18728  1.31875  -0.74
C  4.93415  0.12637  2.19611  -0.73
C  0.64837  0.99305  -3.92101  -1.09
C  -0.42813  -2.31401  -3.35646  -0.60
C  1.05621  -4.15788  -3.03842  -1.06
C  0.27254  2.32377  0.09773  -0.24
C  -0.62697  -0.45679  -1.58062  1.44
C  -3.93503  -4.89890  2.07200  -1.37
C  4.39621  -0.24751  -0.51291  0.33
C  0.97349  4.46278  -0.22918  -0.51
C  3.63961  0.26531  1.71135  0.66
C  -1.81662  2.91590  1.35398  -1.01
C  2.37567  2.73878  -1.28655  -0.97
C  -3.00583  -2.17433  4.24051  -1.29
C  1.51532  -3.52523  2.31957  -1.47
C  -5.19378  -3.01537  0.21950  -1.31
C  -0.05836  -1.77729  -2.11253  -1.07
C  1.38649  -3.57538  -1.82842  -0.50
C  -1.49105  0.02772  2.93170  0.62
C  5.68634  -0.37351  -0.03061  -0.33
C  -1.67469  2.43021  -2.39417  -0.61
C  -0.97596  -2.64680  1.49566  -2.41
C  0.39341  -4.24367  2.71854  -1.31
C  -0.82960  -3.81048  2.28282  -1.02
C  -0.15817  4.52670  0.48330  -0.57
C  -3.43586  -1.90184  -2.13477  -1.35
C  3.34205  0.08060  0.34329  -0.62
C  0.12521  -3.49532  -3.81652  -0.97
C  1.32364  -2.41182  1.55092  -1.09
H  -1.76376  -4.09774  -1.05649  0.09
H  0.51646  0.71870  -4.97277  0.50
H  -3.23961  -5.02485  -1.39870  0.51
H  -0.71365  -0.44411  3.53660  0.29
H  2.18585  -1.90569  1.15551  0.78
H  -2.13005  -5.56309  -0.13931  0.36
H  5.12745  0.27158  3.25203  0.50
H  6.97452  -0.29125  1.67681  0.42
H  -3.16326  -1.47861  5.07355  0.47
H  -1.11008  2.89375  -1.59552  0.06
H  -5.22699  -1.92949  0.10219  0.29
H  -4.51822  -1.91235  -2.04368  0.52
H  -2.24039  1.99608  0.96469  0.31
H  -5.54226  -3.46640  -0.71471  0.41
H  -1.02390  0.32404  1.98291  -0.86
H  -5.35298  -1.05167  2.36293  0.33
H  -4.58054  0.32881  1.56592  0.24
H  -2.71123  2.30898  -2.06209  0.28
H  -2.15000  1.26522  -5.05829  0.42
H  3.28826  2.77897  -0.69042  0.31
H  -4.74290  0.29411  3.33192  0.48
H  6.48489  -0.61828  -0.71950  0.49
H  1.51597  -5.08363  -3.35986  0.48
H  2.46161  3.44202  -2.11198  0.45
H  -0.70356  5.37107  0.87242  0.52
H  -1.65938  2.83874  2.42676  0.27
H  1.00084  2.03021  -3.89499  0.38
H  -1.68584  3.13005  -3.24015  0.45
H  -1.14747  -1.80538  -3.96814  0.30
H  -3.84581  -2.87433  4.23996  0.36
H  -4.81169  -5.45798  1.72524  0.42
H  -4.21579  -4.41405  3.01121  0.31
H  -1.71608  -4.36063  2.56160  0.53
H  -1.79749  0.94581  3.42993  0.55
H  2.52191  -3.82531  2.58193  0.59
H  2.24852  1.74389  -1.68323  -0.04
H  1.43248  0.35069  -3.50477  0.09
H  -2.17115  -0.47841  -4.89526  0.50
H  -2.08928  -2.73316  4.44339  0.38
H  0.47937  -5.12996  3.33582  0.50
H  -3.04129  -2.91253  -2.12884  0.12
H  -2.52472  3.71694  1.16055  0.46
H  -0.17191  -3.89551  -4.77926  0.48
H  -3.16299  -1.41309  -3.06295  0.53
H  -3.30077  0.51538  -3.95915  0.36
H  1.61934  5.24176  -0.60078  0.54
H  -3.15252  -5.63292  2.28231  0.44
H  2.12335  -4.04241  -1.17698  0.50
H  -5.91376  -3.28345  0.99873  0.45

[2]
Below is C33H49CsN12OPS2 as an isolated structure, with properties calculated with wB97M-V/def2-TZVPD.

Values from the calculation:
DFT total energy   -3176.95541 hartree
Total charge   +1
Gap between HOMO and LUMO   0.317 hartree
Energy relative to the best compared isomer or geometry (same formula, charge and spin)   0.318 eV

Last column: Mulliken charge in e.
Positions of all 99 atoms, in Å:
Cs  -0.11946  -0.25907  -1.69917  0.96
S  0.28982  -1.84622  -4.88069  -0.27
S  3.25273  0.09706  -2.91015  -0.08
P  -3.20761  -0.79658  -3.74759  0.43
O  1.47408  -0.50656  5.93576  -0.24
N  1.39240  -2.06089  -7.27226  -0.42
N  3.35453  -0.65693  7.05855  -0.48
N  2.79028  -1.92503  6.97332  -0.48
N  1.90888  2.21200  -1.03143  0.42
N  0.19973  3.48921  3.34481  0.88
N  0.77024  2.17463  -3.64264  0.25
N  -2.36168  -3.68800  1.69887  -0.91
N  2.85204  -2.09064  -5.51501  -0.34
N  -1.09116  3.10926  3.26939  -0.95
N  -1.37734  -1.90249  0.74546  -0.03
N  -2.21280  -2.69593  2.59715  1.04
N  0.07298  2.28922  1.52668  -0.36
C  3.09641  1.58962  -0.48859  -0.64
C  2.66901  1.57537  6.20499  0.03
C  -2.54573  -2.89926  4.00305  -1.61
C  3.77127  2.27989  6.68380  -0.91
C  -1.34802  -3.35377  4.79782  1.05
C  4.03641  1.01503  -1.55453  -1.22
C  -3.42163  -2.25937  -4.84892  -0.72
C  3.10966  1.35178  -4.22490  -0.64
C  -0.42629  -2.40972  5.22683  -0.13
C  2.11161  3.36128  -1.89282  -0.94
C  -1.12269  2.39773  2.16490  -0.66
C  0.87647  2.98991  2.30676  -0.13
C  0.94243  -4.14754  6.17995  -0.91
C  -4.53218  0.61066  -5.89854  -1.32
C  0.69218  4.29377  4.45705  -0.93
C  2.55486  0.13830  6.44167  0.62
C  1.58166  -2.01136  -5.94113  0.35
C  -1.12182  -4.69622  5.06787  -0.63
C  1.67848  2.23084  5.48581  -0.07
C  0.01647  -5.08765  5.76279  -0.68
C  1.78434  3.58957  5.22489  0.70
C  -1.85578  -3.16860  0.60455  -0.55
C  -4.83936  -0.67099  -2.89135  -0.71
C  1.70758  1.75274  -4.67805  -0.75
C  -1.61985  -1.64767  2.01840  -0.33
C  -3.11562  -3.58737  -4.16033  -1.17
C  -4.90161  -1.47898  -1.59582  -1.18
C  1.69567  -1.79198  6.31185  0.55
C  -3.32399  0.58647  -4.96643  -0.50
C  0.72080  -2.80040  5.90520  0.06
C  2.88620  4.28892  5.69685  -0.89
C  1.04309  3.44974  -2.98457  -0.89
C  3.87103  3.63594  6.42963  -0.70
H  0.44545  -2.11337  -7.60290  0.21
H  -4.80761  -2.54914  -1.78062  0.25
H  0.82275  1.67473  5.12406  0.72
H  0.10701  3.77482  -2.52281  0.44
H  -3.34818  -3.63229  4.02784  0.42
H  -5.46713  0.67333  -5.34097  0.28
H  1.25307  0.89336  -5.17437  0.15
H  1.22986  2.39076  -0.30123  0.02
H  1.83608  -4.43946  6.71467  0.52
H  -1.38296  -0.73530  2.54300  0.38
H  0.18297  -6.13510  5.97432  0.41
H  -2.09926  -3.59178  -3.76249  0.20
H  -5.84983  -1.31942  -1.08117  0.41
H  -4.43048  -2.26303  -5.26867  0.48
H  -2.03472  1.95006  1.80418  0.60
H  3.70285  2.21031  -3.91747  0.45
H  -0.17809  4.48036  5.08450  0.29
H  -4.98694  0.39001  -2.66685  0.41
H  3.09734  3.28574  -2.34709  0.29
H  -4.09603  -1.19293  -0.91568  0.20
H  3.70942  2.26759  0.13055  0.30
H  -1.83635  -3.71290  -0.32595  0.52
H  3.61371  0.93774  -5.09949  0.54
H  2.11693  4.31324  -1.34437  0.38
H  -3.80350  -3.78761  -3.33816  0.29
H  4.72480  4.19015  6.79518  0.41
H  2.76823  0.78203  0.17178  0.42
H  3.63071  -2.14210  -6.14973  0.17
H  -4.57398  -0.28198  -6.52255  0.29
H  2.97963  5.34924  5.49374  0.42
H  -2.72185  -2.11311  -5.67606  0.40
H  4.65984  1.78869  -2.00296  0.40
H  4.72337  0.31800  -1.07400  0.51
H  -1.83420  -5.43920  4.73092  0.44
H  1.85000  2.53406  -5.44258  0.30
H  -4.48984  1.47375  -6.56440  0.40
H  -0.59821  -1.35761  5.03380  0.57
H  -2.92880  -1.95463  4.38915  0.44
H  -3.19951  -4.41658  -4.86363  0.37
H  -2.39627  0.54828  -5.54678  0.30
H  1.33491  4.23664  -3.69633  0.34
H  -0.13912  2.24143  -4.08415  0.12
H  1.04321  5.25338  4.07753  0.44
H  4.53424  1.75535  7.24262  0.54
H  1.93410  3.14960  2.16443  0.45
H  -5.64591  -0.96340  -3.56822  0.44
H  2.13130  -2.31911  -7.90449  0.19
H  -3.28078  1.51260  -4.38389  0.39
H  3.03905  -1.98493  -4.53190  0.17

Q: DFT total energy of number 1 (C33H49Cl2MoN5SbSeSi3)?
A: -6059.23644 hartree

Q: What is the total charge in the first record?
A: +1

Q: Among the records above, which one has the highest energy relative to the best compared isomer or geometry (same formula, charge and spin)?
A: C33H49Cl2MoN5SbSeSi3